Computed, not measured: a 2-piece molecular cluster, C6H12O overall, with the ωB97M-V functional and the def2-TZVPD basis.

Output
ΔE to the lowest compared entry with this formula, charge and spin, kcal/mol: 51.6
Structure (SMILES): OCC1CC1.C=C

Positions of all 19 atoms, in Å:
O 0.63 -0.96 -1.26
C -0.77 -0.83 -1.22
C -1.33 -0.57 0.15
C -2.68 0.09 0.24
C -1.46 0.84 0.67
H 1.03 -0.15 -0.91
H -1.11 -0.03 -1.90
H -1.16 -1.77 -1.60
H -1.11 -1.33 0.89
H -3.15 0.38 -0.70
H -3.38 -0.25 1.00
H -1.11 1.66 0.03
H -1.31 1.02 1.73
C 2.96 0.94 0.29
C 2.69 -0.30 0.68
H 3.70 1.14 -0.49
H 2.46 1.80 0.73
H 1.94 -0.52 1.44
H 3.17 -1.17 0.23

***

Computed, not measured: one molecule with the formula C4H5NO, with the ωB97M-V functional and the def2-TZVPD basis.

Output
ΔE to the lowest compared entry with this formula, charge and spin, kcal/mol: 54.9
Structure (SMILES): CC=C=NC=O

Positions of all 11 atoms, in Å:
C -1.85 0.00 -0.02
C -0.67 0.87 0.39
C 0.36 0.10 0.29
N 1.15 -0.82 0.09
C 2.40 -0.48 -0.42
O 2.93 0.59 -0.21
H -2.13 -0.68 0.80
H -1.72 -0.65 -0.90
H -2.62 0.71 -0.21
H -0.72 1.68 1.13
H 2.85 -1.32 -0.93

***

no.,Kohn-Sham gap (Ha),F_max (eV Å⁻¹),electronic energy (eV)
1,0.407,0.42,-8462.115
2,0.349,1.12,-7764.146